# 1
{"formula": "C30H44AgBClN6O5S4", "method": "wB97M-V/def2-TZVPD", "spin_multiplicity": 1, "charge": -1, "orbital_gap_ev": 7.129, "species": ["Ag", "C", "C", "C", "C", "N", "N", "B", "N", "N", "C", "C", "C", "C", "C", "S", "C", "C", "C", "C", "N", "N", "C", "C", "C", "C", "C", "S", "C", "C", "C", "C", "C", "S", "C", "C", "C", "C", "H", "H", "H", "H", "H", "H", "H", "H", "H", "H", "H", "H", "H", "H", "H", "H", "H", "H", "H", "H", "H", "H", "H", "H", "H", "H", "H", "H", "H", "H", "H", "H", "H", "H", "H", "H", "H", "H", "H", "C", "S", "O", "O", "O", "H", "H", "H", "Cl", "C", "C", "O", "O", "H", "H"], "xyz": [[0.125167, 0.246970, -0.340510], [-2.763380, 3.503237, 1.861838], [-1.425054, 3.011136, 2.286323], [-0.485734, 3.788460, 2.894474], [0.798228, 3.278395, 3.188271], [1.110084, 2.043247, 2.896817], [0.210041, 1.316534, 2.257606], [0.561047, -0.127404, 1.877468], [-0.195062, -1.090890, 2.797025], [-0.594310, -0.502873, 3.936530], [-1.250213, -1.184871, 4.813967], [-1.548692, -2.562175, 4.594710], [-1.132168, -3.173831, 3.463750], [-1.407489, -4.609791, 3.177095], [-0.396691, -2.397228, 2.479994], [0.179124, -3.031909, 1.057326], [-1.670005, -0.461964, 6.082766], [-3.188410, -0.601387, 6.256358], [-1.310472, 1.020071, 6.002234], [-0.954549, -1.091908, 7.282734], [2.063410, -0.420134, 1.940513], [2.435265, -0.510882, 3.230922], [3.680845, -0.689089, 3.521067], [4.663890, -0.786680, 2.490435], [4.290834, -0.751054, 1.191724], [5.257404, -0.853014, 0.060761], [2.884467, -0.599459, 0.890274], [2.301606, -0.668123, -0.669127], [4.048822, -0.770534, 4.992367], [5.002815, 0.381384, 5.331353], [2.798975, -0.664962, 5.865144], [4.741862, -2.111630, 5.259277], [-1.018976, 1.710095, 1.907915], [-1.904861, 0.608673, 0.942055], [1.911246, 4.083318, 3.838177], [1.593092, 5.576303, 3.830331], [3.207712, 3.852427, 3.052604], [2.086374, 3.589216, 5.279588], [-2.970060, 4.489062, 2.277361], [-3.551016, 2.810095, 2.164111], [-2.783525, 3.554971, 0.770820], [-0.709706, 4.822514, 3.113487], [-2.098307, -3.120213, 5.343334], [-1.928102, -5.077339, 4.013161], [-0.476806, -5.141448, 2.975926], [-2.006325, -4.704413, 2.270133], [-3.716154, -0.238567, 5.373040], [-3.519157, -0.014764, 7.116294], [-3.486027, -1.637066, 6.429000], [-1.824140, 1.509598, 5.173724], [-0.241519, 1.167847, 5.847229], [-1.602581, 1.511323, 6.933712], [-1.180313, -2.156799, 7.373316], [-1.271808, -0.604120, 8.207234], [0.127820, -0.981970, 7.191138], [5.710616, -0.884084, 2.751964], [6.279431, -0.917211, 0.434211], [5.157899, 0.013346, -0.594392], [5.041978, -1.729852, -0.551745], [4.539734, 1.346933, 5.118020], [5.931913, 0.321984, 4.761387], [5.259007, 0.351676, 6.392689], [2.224623, 0.231989, 5.635352], [3.097666, -0.641193, 6.916014], [2.135385, -1.517041, 5.709859], [5.675872, -2.202507, 4.701900], [4.095628, -2.944884, 4.977929], [4.978154, -2.206857, 6.321487], [1.443420, 5.930525, 2.808577], [2.431824, 6.125625, 4.263513], [0.707321, 5.818353, 4.422656], [3.070653, 4.108894, 2.002166], [3.511621, 2.806537, 3.103144], [4.000431, 4.471877, 3.482421], [1.188959, 3.767262, 5.878237], [2.922743, 4.107843, 5.755774], [2.290624, 2.516910, 5.289003], [1.490743, 3.682634, -2.145061], [0.960485, 3.438015, -0.466695], [1.829950, 2.382528, 0.054521], [1.113876, 4.709970, 0.236613], [-0.422650, 2.978519, -0.560459], [2.578215, 3.711191, -2.165510], [1.086248, 4.620484, -2.519777], [1.127313, 2.833732, -2.722915], [-0.013138, -0.410021, -5.681525], [-1.283752, -0.390538, -4.414658], [-0.763029, -0.219423, -2.984483], [-1.479415, -0.746207, -2.108277], [0.264792, 0.462438, -2.785585], [-1.842207, -1.315275, -4.504690], [-1.931393, 0.453041, -4.646354]], "forces_ev_per_angstrom": [[-0.1, -0.8, 0.0], [-0.1, 0.0, 0.0], [0.0, 0.0, 0.0], [0.0, 0.0, 0.0], [0.0, -0.2, -0.1], [-0.1, 0.2, 0.0], [0.1, 0.1, 0.2], [0.0, 0.1, -0.4], [-0.1, 0.0, 0.0], [-0.1, 0.0, 0.0], [0.1, 0.0, 0.0], [0.1, 0.0, 0.0], [0.0, 0.1, -0.1], [0.0, -0.1, 0.0], [0.0, 0.0, 0.2], [0.0, 0.0, 0.0], [-0.1, 0.0, 0.0], [0.0, 0.0, 0.0], [0.0, 0.1, 0.0], [0.0, 0.0, 0.0], [0.0, -0.1, 0.2], [0.1, 0.0, 0.0], [0.0, 0.0, 0.0], [0.0, 0.1, 0.0], [-0.1, 0.0, 0.0], [0.1, 0.0, 0.0], [0.1, 0.0, 0.1], [0.2, 0.1, -0.2], [0.0, 0.0, 0.0], [0.0, 0.1, 0.0], [0.0, 0.0, 0.0], [0.0, 0.0, 0.0], [0.1, 0.1, 0.0], [-0.3, 0.1, 0.0], [0.0, 0.0, 0.1], [0.0, 0.1, 0.0], [0.1, 0.0, 0.0], [0.0, 0.0, 0.0], [0.0, 0.0, 0.0], [0.0, 0.0, 0.0], [0.0, 0.0, 0.0], [0.0, 0.0, 0.0], [0.0, 0.0, 0.0], [0.0, 0.0, 0.0], [0.0, 0.0, 0.0], [0.0, 0.0, 0.0], [0.0, 0.0, 0.0], [0.0, 0.0, 0.0], [0.0, 0.0, 0.0], [0.0, 0.0, 0.0], [0.0, 0.0, 0.0], [0.0, 0.0, 0.0], [0.0, 0.0, 0.0], [0.0, 0.0, 0.0], [0.0, 0.0, 0.0], [0.0, 0.0, 0.0], [0.0, 0.0, 0.0], [0.0, 0.0, 0.0], [0.0, 0.0, 0.0], [0.0, 0.0, 0.0], [0.0, 0.0, 0.0], [0.0, 0.0, 0.0], [0.0, 0.0, 0.0], [0.0, 0.0, 0.0], [0.0, 0.0, 0.0], [0.0, 0.0, 0.0], [0.0, 0.0, 0.0], [0.0, 0.0, 0.0], [0.0, 0.0, 0.0], [0.0, 0.0, 0.0], [0.0, 0.0, 0.0], [0.0, 0.0, 0.0], [0.0, 0.0, 0.0], [0.0, 0.0, 0.0], [0.0, 0.0, 0.0], [0.0, 0.0, 0.0], [0.0, 0.0, 0.0], [0.1, 0.0, 0.0], [0.1, 0.1, -0.1], [0.3, -0.1, 0.2], [0.0, 0.1, 0.0], [-0.3, 0.2, 0.0], [0.0, 0.0, 0.0], [-0.1, 0.0, 0.0], [0.0, 0.0, 0.0], [0.0, 0.0, 0.0], [0.0, 0.0, -0.1], [-0.2, 0.0, 0.1], [-0.1, 0.0, -0.1], [0.1, 0.1, 0.1], [0.0, 0.0, 0.0], [0.0, 0.0, 0.0]]}

=====

# 2
{"formula": "C30H44AsF6N6O2", "method": "wB97M-V/def2-TZVPD", "spin_multiplicity": 1, "charge": 5, "orbital_gap_ev": 8.864, "species": ["C", "C", "O", "N", "H", "H", "C", "H", "H", "H", "H", "H", "H", "C", "C", "O", "N", "H", "H", "C", "H", "H", "H", "H", "H", "H", "C", "N", "C", "C", "C", "C", "C", "C", "C", "C", "N", "C", "C", "C", "H", "H", "H", "H", "H", "H", "H", "H", "H", "H", "H", "H", "H", "H", "C", "N", "C", "C", "C", "C", "C", "C", "C", "C", "N", "C", "C", "C", "H", "H", "H", "H", "H", "H", "H", "H", "H", "H", "H", "H", "H", "H", "As", "F", "F", "F", "F", "F", "F"], "xyz": [[4.882480, 0.714360, -19.314900], [4.027750, 1.620140, -20.150110], [4.172260, 1.787090, -21.382640], [2.928410, 2.347770, -19.410990], [2.729900, 2.128830, -18.445200], [3.096730, 3.343090, -19.377990], [1.567160, 2.128920, -20.169170], [4.236420, 0.301050, -18.540370], [5.688490, 1.314250, -18.892310], [5.247070, -0.043270, -20.008560], [1.751330, 2.285220, -21.232070], [0.805240, 2.804570, -19.780500], [1.227010, 1.101830, -20.036880], [4.064400, 11.776330, -12.592430], [4.670690, 10.514170, -11.893030], [5.832410, 10.168000, -11.981040], [3.641470, 9.752130, -10.998400], [2.708720, 9.921120, -11.347000], [3.884050, 8.779210, -11.119500], [3.779920, 10.152610, -9.532700], [3.434580, 12.452720, -12.014570], [3.501940, 11.341000, -13.418400], [4.884180, 12.354670, -13.018550], [3.173530, 9.470610, -8.936660], [3.443760, 11.188540, -9.488460], [4.810950, 10.037410, -9.198320], [7.508170, 10.002320, -18.311160], [6.998260, 10.424180, -19.680210], [6.326230, 9.572590, -20.478060], [5.904780, 9.948690, -21.708870], [6.334610, 11.186730, -22.286720], [7.043550, 12.092390, -21.462320], [7.396300, 11.662590, -20.183460], [6.044680, 11.415310, -23.725060], [4.750260, 11.132350, -24.224530], [4.506740, 11.321440, -25.587520], [5.490680, 11.724720, -26.440750], [6.696980, 12.094360, -25.970020], [7.036260, 11.953560, -24.602970], [5.198390, 12.018340, -27.894540], [7.583270, 8.928540, -18.139530], [6.731470, 10.398700, -17.657160], [8.450030, 10.420150, -17.955590], [6.017170, 8.649090, -20.011120], [5.353250, 9.237700, -22.306130], [7.334620, 13.073260, -21.808080], [7.957090, 12.225470, -19.451970], [4.013040, 10.861640, -23.483170], [3.554440, 11.150870, -26.067540], [7.388710, 12.501110, -26.692830], [7.990440, 12.378230, -24.328030], [4.337790, 11.387690, -28.117550], [5.952320, 11.536490, -28.517050], [4.935190, 13.064890, -28.048000], [9.500350, 2.088710, -10.468130], [8.157380, 1.748410, -10.164280], [7.214490, 2.085400, -11.084170], [5.898560, 1.619570, -10.851420], [5.548030, 0.819730, -9.718260], [6.630230, 0.458250, -8.933800], [7.930700, 0.941480, -9.104160], [4.200670, 0.281900, -9.426510], [3.314880, -0.058130, -10.485920], [2.038520, -0.646910, -10.160610], [1.680660, -0.849320, -8.879320], [2.512960, -0.538370, -7.907820], [3.779050, 0.043300, -8.113860], [0.386420, -1.489070, -8.620050], [9.885910, 1.383190, -11.204120], [10.150350, 1.990070, -9.598720], [9.521520, 3.096940, -10.881820], [7.468940, 2.726260, -11.915410], [5.113870, 1.851000, -11.556480], [6.544270, -0.280060, -8.150280], [8.752360, 0.539460, -8.530000], [3.677020, 0.104370, -11.490330], [1.419980, -0.985080, -10.978810], [2.191530, -0.575000, -6.877410], [4.411640, 0.467540, -7.348200], [0.399500, -1.920700, -7.619240], [0.313360, -2.452780, -9.124050], [-0.447680, -0.800650, -8.755940], [3.748500, 5.719130, -15.126410], [2.573510, 5.433140, -16.432510], [3.522930, 4.056160, -14.578840], [4.917020, 6.070600, -13.780570], [3.821430, 7.473700, -15.588150], [2.390450, 6.153360, -14.012090], [5.066280, 5.242660, -16.194660]], "forces_ev_per_angstrom": [[-1.1, 0.4, -0.5], [1.9, -0.2, -4.6], [-1.4, -0.1, 5.5], [-2.3, 0.1, -1.5], [0.6, -0.7, 0.5], [0.3, 0.6, -0.4], [0.3, 0.0, -0.1], [0.4, -0.3, 0.2], [0.1, -0.2, 0.1], [0.2, 0.0, 0.3], [0.1, 0.2, 0.2], [0.3, 0.1, 0.1], [0.3, 0.0, 0.2], [0.8, -1.4, 0.1], [2.3, 1.9, -0.7], [-3.8, 0.1, 0.7], [1.8, 0.3, 0.0], [-0.5, 0.0, -0.1], [-0.1, -0.7, 0.0], [-0.2, -0.1, -0.3], [-0.1, -0.4, 0.3], [-0.3, 0.2, -0.2], [0.0, -0.2, 0.1], [-0.2, 0.3, -0.1], [0.1, -0.2, 0.4], [0.0, 0.1, -0.4], [-1.3, 0.5, 0.5], [2.3, 1.0, -1.0], [-0.5, 0.3, 1.7], [0.7, 1.2, -1.7], [-0.1, -0.8, 1.1], [-0.2, -1.3, 0.2], [-1.0, -1.4, 0.6], [0.5, 0.9, -1.0], [1.4, 0.6, -0.6], [0.5, -0.2, 0.1], [0.1, 0.9, 0.5], [0.0, -0.5, 1.4], [-1.8, -0.1, -1.0], [-1.0, -1.7, 0.5], [-0.3, 0.0, -0.7], [0.1, -0.2, 0.3], [0.0, 0.4, -0.9], [0.2, -0.2, -0.1], [0.0, 0.0, 0.0], [0.1, 0.0, 0.0], [0.1, 0.3, -0.3], [-0.4, -0.2, -0.5], [-0.1, -0.1, 0.2], [0.1, 0.0, 0.0], [0.1, -0.4, 0.4], [-0.3, 0.4, 0.0], [0.4, 0.8, 0.1], [0.5, -0.1, 0.0], [2.1, 0.5, -0.5], [-0.8, -0.6, 0.1], [-2.2, -1.3, 1.9], [0.2, 0.0, 0.3], [1.6, 0.8, -1.2], [0.9, -0.3, 1.1], [-2.0, -0.2, -1.5], [-1.2, -0.6, -0.8], [-1.0, -0.6, 1.9], [3.0, 1.2, -1.3], [0.0, -0.4, -1.5], [1.9, 1.7, 1.7], [-0.7, 0.2, -1.4], [-0.3, -1.2, 1.2], [0.0, 0.1, -0.2], [-0.2, 0.3, 0.0], [0.3, -0.1, 0.2], [0.2, -0.1, 0.0], [0.1, 0.4, -0.2], [-0.3, 0.0, 0.2], [0.2, 0.4, 0.0], [-0.6, -0.3, -0.2], [-0.4, 0.0, 0.3], [-0.4, -0.5, -0.1], [-0.4, -0.5, 0.6], [0.0, 0.8, 0.4], [-0.1, 0.5, -1.0], [0.2, -0.2, -0.2], [-1.3, 1.4, 1.3], [1.0, 0.1, 0.6], [0.6, 0.6, -0.4], [-1.0, -0.5, -1.4], [0.3, -1.8, 0.2], [1.4, -0.3, -1.0], [-0.7, 0.4, 0.6]]}